{
  "formula": "C35H36GeN2O2ReS3",
  "method": "ωB97M-V with the def2-TZVPD basis set",
  "spin_multiplicity": 2,
  "homo_energy_ev": [-18.884, -18.872],
  "orbital_gap_ev": [5.63, 5.86],
  "s2": 1.023,
  "charge": 4,
  "e_tot_ha": -4963.588667,
  "species": ["Re", "C", "C", "S", "C", "C", "S", "C", "C", "S", "H", "H", "H", "H", "H", "H", "H", "H", "H", "H", "H", "H", "C", "O", "C", "C", "C", "C", "C", "C", "N", "N", "C", "C", "O", "C", "C", "C", "C", "C", "C", "C", "C", "H", "H", "H", "H", "H", "H", "H", "H", "H", "H", "H", "H", "H", "Ge", "C", "C", "C", "C", "C", "C", "C", "C", "C", "C", "C", "C", "H", "H", "H", "H", "H", "H", "H", "H", "H", "H", "H"],
  "xyz": [[1.816, 0.369, 0.620], [2.754, -0.187, 3.787], [1.617, -1.181, 3.685], [0.519, -0.858, 2.237], [0.348, -2.523, 1.542], [1.599, -3.082, 0.885], [2.464, -1.884, -0.195], [4.185, -1.994, 0.416], [4.377, -1.575, 1.862], [3.645, 0.062, 2.226], [3.472, -0.495, 4.549], [2.406, 0.813, 4.046], [0.979, -1.129, 4.567], [1.977, -2.205, 3.597], [-0.471, -2.456, 0.826], [0.015, -3.179, 2.349], [1.329, -3.927, 0.250], [2.321, -3.434, 1.619], [4.767, -1.389, -0.278], [4.496, -3.031, 0.274], [5.443, -1.505, 2.082], [3.950, -2.297, 2.555], [4.547, 1.433, -0.843], [3.119, 1.074, -0.914], [2.448, 1.461, -2.085], [3.058, 1.671, -3.302], [2.267, 2.146, -4.343], [0.911, 2.412, -4.154], [0.312, 2.191, -2.929], [1.088, 1.684, -1.886], [0.631, 1.382, -0.580], [-0.517, 2.032, -0.296], [-0.791, 2.469, 0.891], [0.236, 2.533, 1.980], [1.360, 1.920, 1.840], [-0.003, 3.307, 3.112], [-1.224, 3.923, 3.269], [-2.276, 3.842, 2.315], [-3.480, 4.511, 2.541], [-4.486, 4.476, 1.579], [-4.284, 3.779, 0.399], [-3.086, 3.101, 0.160], [-2.079, 3.127, 1.110], [4.671, 2.410, -1.302], [4.808, 1.482, 0.208], [5.130, 0.682, -1.371], [4.115, 1.503, -3.453], [2.721, 2.325, -5.308], [0.322, 2.796, -4.976], [-0.738, 2.391, -2.771], [0.779, 3.413, 3.851], [-1.399, 4.504, 4.168], [-3.619, 5.066, 3.460], [-5.416, 5.002, 1.747], [-5.060, 3.771, -0.355], [-2.944, 2.568, -0.770], [-1.323, -1.278, -1.839], [-2.892, -0.663, -0.990], [-3.782, -0.025, -1.867], [-5.061, 0.292, -1.432], [-5.430, 0.025, -0.121], [-4.535, -0.572, 0.765], [-3.272, -0.931, 0.332], [-0.743, -3.054, -1.909], [0.277, -3.411, -2.813], [0.525, -4.746, -3.069], [-0.231, -5.725, -2.430], [-1.244, -5.385, -1.533], [-1.501, -4.055, -1.265], [-0.711, -0.361, -2.895], [-3.502, 0.197, -2.892], [-5.768, 0.740, -2.117], [-6.429, 0.271, 0.216], [-4.842, -0.783, 1.780], [-2.600, -1.437, 1.017], [0.845, -2.647, -3.332], [1.288, -5.032, -3.781], [-0.042, -6.769, -2.646], [-1.840, -6.161, -1.072], [-2.317, -3.787, -0.602]],
  "forces_ev_per_a": [[0.5541, 0.0445, 0.3785], [-0.0018, -0.0277, -0.0168], [0.0063, -0.0530, -0.0388], [0.0007, 0.0461, 0.0569], [-0.0749, 0.0123, -0.0638], [0.0109, -0.0107, 0.0153], [-0.0414, 0.1842, -0.0085], [-0.0468, -0.0760, 0.0142], [0.0173, 0.0153, 0.0264], [0.0230, -0.0198, 0.0427], [-0.0031, -0.0001, -0.0010], [0.0122, -0.0022, 0.0194], [0.0100, 0.0107, 0.0010], [-0.0043, -0.0027, 0.0086], [0.0158, 0.0213, 0.0114], [-0.0102, -0.0065, -0.0133], [-0.0037, -0.0046, 0.0139], [0.0030, -0.0064, -0.0029], [-0.0155, 0.0190, -0.0008], [0.0407, 0.0168, -0.0156], [-0.0024, -0.0244, -0.0020], [-0.0015, 0.0108, 0.0073], [0.0152, 0.0456, -0.0109], [-0.0493, 0.0119, -0.1071], [0.0876, -0.0498, -0.0127], [-0.0180, 0.0195, 0.0873], [-0.0172, 0.0080, -0.0056], [-0.0183, -0.0082, 0.0210], [-0.0109, 0.0305, -0.0252], [0.0897, -0.0510, 0.1353], [-0.4620, 0.1548, -0.1916], [0.0440, -0.2987, 0.0568], [0.0704, 0.1636, -0.0170], [-0.0353, 0.0634, -0.0791], [-0.0030, -0.0875, -0.0157], [0.0191, 0.0052, -0.0871], [0.0389, -0.0099, 0.0546], [-0.0617, 0.0436, -0.0653], [0.0017, -0.0269, -0.0474], [0.0403, 0.0052, 0.0490], [0.0470, -0.0369, -0.0326], [-0.0685, 0.0342, 0.0448], [0.0414, -0.0640, 0.0098], [-0.0030, 0.0050, 0.0264], [-0.0040, -0.0261, -0.0032], [-0.0115, 0.0099, -0.0125], [0.0055, 0.0012, -0.0059], [-0.0009, 0.0028, -0.0036], [-0.0001, 0.0034, -0.0038], [-0.0017, 0.0191, 0.0002], [0.0043, -0.0098, 0.0016], [0.0016, 0.0043, -0.0001], [-0.0153, 0.0079, -0.0013], [0.0041, 0.0085, 0.0145], [0.0017, -0.0082, -0.0029], [-0.0088, -0.0272, 0.0026], [-0.4311, -0.1882, -0.5854], [0.1358, 0.0914, 0.0707], [-0.0077, 0.0651, 0.0570], [0.0260, 0.0157, -0.0492], [-0.0277, -0.0007, 0.0252], [0.0171, -0.0087, 0.0116], [-0.0508, -0.1268, -0.0462], [0.0219, 0.0063, 0.2336], [-0.0064, 0.0383, 0.0314], [0.0465, 0.0070, -0.0012], [0.0005, -0.0396, -0.0023], [0.0101, -0.0007, 0.0304], [0.0133, 0.0286, -0.0111], [0.0581, 0.0100, 0.0517], [0.0077, 0.0120, -0.0007], [-0.0006, -0.0002, -0.0027], [-0.0022, -0.0031, -0.0020], [0.0056, 0.0081, 0.0086], [-0.0055, -0.0005, 0.0023], [-0.0052, -0.0032, -0.0188], [0.0015, 0.0037, -0.0039], [-0.0093, 0.0015, -0.0086], [-0.0047, 0.0027, 0.0072], [-0.0046, -0.0093, -0.0031]]
}